A cluster of 17 separate species, C31H96N3O18 in total, computed with wB97M-V/def2-TZVPD.

The LUMO energy is -4.144 eV. As for the total charge: +1. The energy is -75012.356 eV.

Structure (XYZ):
```
148
Properties=species:S:1:pos:R:3:forces:R:3:lowdin_charge:R:1
O 8.71783 -0.42663 3.14964 -0.12 0.08 -0.16 -0.1424
O -2.30601 1.30093 -6.03592 -0.11 0.10 0.01 -0.1290
O 0.50762 -2.47903 -0.96668 0.24 -0.16 -0.03 -0.1398
O -2.35951 -4.23950 5.73262 0.11 0.06 0.01 -0.1164
O 2.74179 6.34657 3.35721 0.08 -0.09 0.14 -0.1341
O -0.32295 0.58455 2.04604 0.29 -0.22 0.09 -0.2075
O -10.60431 -1.25174 -5.98921 0.17 -0.06 -0.02 -0.1407
O -5.88635 -0.34624 -4.67561 0.05 -0.20 -0.01 -0.1379
O 2.97216 -3.32927 2.00483 0.08 0.12 0.17 -0.1366
O 7.84499 -1.94539 -2.40611 -0.14 0.14 0.13 -0.1359
O 1.84078 0.45654 8.81202 -0.03 0.00 -0.05 -0.1424
O -1.96760 -1.82779 -2.95693 0.42 -0.18 0.21 -0.1542
O -5.84113 2.71965 -5.02663 0.08 -0.07 -0.12 -0.1320
O -13.87618 1.20751 -6.60088 -0.04 -0.01 0.04 -0.1377
O 3.26635 -4.16242 6.16600 0.04 -0.03 -0.02 -0.1274
O -0.01670 3.12785 -7.54646 -0.15 -0.03 0.14 -0.1323
O -9.26085 -4.67652 -5.81359 -0.03 -0.01 -0.01 -0.1277
O 2.86802 3.59930 0.05862 1.07 -0.49 0.13 0.0257
N 4.24440 1.77618 0.87199 1.98 0.78 0.78 -0.0354
N 4.88359 1.61556 -0.40600 -1.77 -1.76 -0.37 0.0989
N 3.68991 -0.88312 4.69301 -0.58 0.57 -0.54 0.0029
C 4.89825 -0.76643 -1.12508 1.59 -0.17 -0.68 -0.0064
C 2.29834 2.67828 2.20251 1.05 -0.08 0.48 -0.0352
C 6.85397 0.19989 0.24678 -1.02 0.72 0.43 -0.0051
C 9.89180 -0.01207 2.45229 -0.04 -0.03 0.37 -0.1496
C -0.21369 4.34696 -6.83334 0.23 -0.05 -0.14 -0.1481
C -1.74578 -3.15690 5.04822 -0.29 -0.22 -0.03 -0.1793
C 0.79053 -0.28838 9.42538 0.09 0.21 0.10 -0.1416
C 4.56840 2.17721 3.31150 -0.35 -0.77 -0.72 -0.1024
C -11.18611 -0.36347 -5.03477 -0.17 -0.31 -0.08 -0.1477
C 2.43316 2.22142 4.74980 1.25 -0.24 -0.21 -0.1465
C 5.02121 2.56397 1.87589 0.25 1.39 1.89 -0.0828
C 4.37425 -3.41096 1.75916 -0.35 0.04 -0.17 -0.1339
C -15.28521 1.38099 -6.71782 0.17 -0.13 -0.18 -0.1533
C 0.18567 -0.19899 0.96651 -0.37 -0.12 -0.06 -0.2168
C -6.01453 3.94434 -4.32261 0.19 -0.11 -0.11 -0.1432
C -0.66520 -0.20865 3.17889 0.05 0.67 0.18 -0.1010
C -8.61292 -5.08091 -4.61430 -0.04 0.33 -0.20 -0.1652
C 2.88361 2.36444 0.77289 -3.21 0.89 -0.62 -0.4349
C 1.33851 6.54856 3.21975 0.13 -0.13 -0.24 -0.1493
C 5.50592 0.44480 -0.44047 0.96 -0.31 -0.16 -0.2695
C -3.38624 -1.67343 -3.07524 0.01 -0.05 -0.25 -0.1309
C 0.67132 -3.88718 -0.82455 -0.22 0.21 -0.25 -0.1213
C 2.10688 -4.82858 5.67312 0.07 0.26 -0.08 -0.1416
C 2.81439 -0.17313 5.66028 0.88 -0.24 0.92 -0.2468
C -1.27444 0.74037 -5.23344 -0.09 0.23 -0.28 -0.1497
C -7.03598 -1.07250 -5.09341 0.14 0.38 -0.08 -0.1414
C 3.15974 1.33342 5.80795 -1.23 0.24 0.28 -0.1799
C 3.01364 1.90742 3.34522 0.00 0.11 0.08 -0.2965
C 7.60498 -0.88620 -3.32948 0.37 -0.22 -0.04 -0.1407
C 1.68053 0.04841 0.68796 -0.16 -0.17 -1.03 -0.1450
C 1.88292 1.45273 0.01558 0.30 -0.50 0.66 -0.0766
H -15.78559 0.41009 -6.75606 -0.14 0.08 0.01 0.0763
H 6.66872 -0.40551 -3.05839 0.02 -0.02 -0.02 0.0514
H 1.74247 -0.28356 5.40852 0.57 0.00 -0.16 0.1059
H -1.07072 0.48762 3.93634 0.02 -0.38 -0.40 0.0983
H 7.52340 -1.27878 -4.34485 -0.05 0.15 -0.04 0.0870
H 0.86069 3.16419 -7.93792 -0.07 -0.12 -0.06 0.0785
H 0.91822 1.98831 0.05633 0.54 -0.06 -0.02 0.1321
H -1.20349 4.32367 -6.38202 0.02 -0.07 -0.04 0.0762
H 4.80243 3.64178 1.75527 0.01 -0.58 -0.45 0.1340
H -5.90841 4.79089 -5.00522 -0.06 0.09 0.10 0.0774
H -0.38968 0.09421 0.06383 0.37 -0.15 0.33 0.1364
H 1.34373 2.04440 4.79759 0.44 0.08 -0.11 0.1195
H -8.86642 -6.12070 -4.41942 -0.03 0.03 -0.07 0.0768
H -3.13612 -4.49972 5.22835 0.02 -0.05 0.09 0.0766
H 1.13597 7.14920 2.33013 -0.20 0.00 0.05 0.0807
H -0.13220 -2.33493 -1.67431 -0.25 0.19 0.04 0.0530
H 2.11068 -5.84710 6.05390 0.05 0.05 0.04 0.0831
H -0.11376 0.32059 9.49773 -0.07 -0.13 0.04 0.0781
H 4.57682 -4.15436 0.98461 0.19 0.04 0.02 0.0865
H 1.96484 -0.70877 -0.07083 -0.18 0.23 0.44 0.0833
H -7.94335 -0.55154 -4.77963 -0.12 -0.17 -0.09 0.0709
H -3.75156 -1.13815 -2.20229 0.11 0.00 0.00 0.0868
H -12.17831 -0.05637 -5.36850 0.01 0.16 0.17 0.0542
H 3.24813 -3.26437 5.82113 0.06 -0.02 0.11 0.0289
H 2.32607 -0.13931 1.56669 -0.48 0.15 -0.14 0.0993
H -5.27848 4.02613 -3.51888 -0.07 0.11 0.06 0.0772
H -0.28065 -4.35423 -0.56287 0.09 -0.14 0.04 0.0880
H -0.14984 5.19819 -7.51473 -0.06 0.08 0.11 0.0793
H 3.26070 -1.72914 4.33365 0.26 0.00 0.06 0.0447
H -15.63502 1.92815 -5.84537 0.08 -0.01 0.00 0.0777
H -11.18087 -2.01971 -6.05301 0.06 0.01 -0.04 0.0712
H 2.90690 0.81417 3.21863 -0.11 0.50 -0.11 0.0933
H 2.44139 3.76464 2.36269 -0.02 -0.49 -0.03 0.1089
H 2.54512 -3.06402 1.18377 -0.06 0.01 0.09 0.0338
H 2.14368 1.34257 -1.04856 0.15 0.16 0.47 0.1234
H 4.75631 -2.43301 1.44789 0.21 -0.06 0.02 0.0535
H 0.53735 4.45093 -6.04614 -0.08 0.12 0.06 0.0773
H 10.71065 -0.70472 2.65653 0.10 0.09 -0.14 0.0822
H -5.92676 0.52253 -5.09333 -0.01 0.11 0.24 0.0448
H -1.73161 0.22659 -4.39122 -0.03 0.05 -0.03 0.0511
H 8.41260 -0.15185 -3.27993 -0.09 0.10 -0.12 0.0858
H 0.58526 -1.16113 8.80894 0.07 0.04 -0.02 0.0750
H 8.92949 -0.41712 4.08809 -0.09 -0.06 -0.02 0.0763
H 5.66426 -1.56597 -1.16160 -0.43 0.31 -0.05 0.0766
H 0.97295 7.07554 4.09774 0.13 -0.01 0.02 0.0821
H -0.86539 -2.85640 5.61384 -0.03 -0.04 0.02 0.0650
H 1.21090 2.50400 2.20819 0.49 -0.18 -0.08 0.1266
H -1.43872 -3.46602 4.04452 0.09 0.16 -0.03 0.0754
H -7.01044 -2.05900 -4.63107 0.06 0.04 0.03 0.0688
H -1.43420 -0.94367 2.88443 0.37 0.07 0.36 0.0882
H -7.52907 -4.98872 -4.72774 0.03 -0.09 0.20 0.0716
H 4.61044 -1.05474 5.07823 -0.22 -0.23 0.04 0.0794
H 4.86673 -3.70944 2.68185 -0.07 0.00 0.00 0.0852
H -2.43449 -2.30973 4.98074 0.12 0.10 -0.07 0.0748
H 4.13507 0.83126 1.26075 -0.42 0.34 0.22 0.1658
H 6.10906 2.46294 1.77266 -0.50 -0.37 -0.36 0.1246
H 0.23352 -0.67366 3.63374 -0.41 -0.14 -0.34 0.0803
H -4.95224 2.72568 -5.39973 -0.03 -0.10 0.00 0.0723
H 3.77056 3.88991 -0.14074 -0.22 -0.05 -0.18 0.1036
H -0.05867 -1.26284 1.13480 0.39 0.38 -0.05 0.1102
H 10.17293 0.99683 2.76353 0.14 0.00 -0.14 0.0807
H 4.24547 1.53478 5.84046 -0.40 -0.28 -0.15 0.1091
H 2.95880 -0.66946 6.64324 -0.39 0.52 -0.26 0.1009
H 7.36466 1.17346 0.34544 -0.10 -0.52 -0.15 0.0909
H -15.52357 1.95244 -7.61816 -0.15 0.01 0.05 0.0760
H 1.09162 -0.61704 10.42239 -0.12 -0.10 0.00 0.0797
H 4.58082 -0.58744 -2.16494 -0.37 0.15 0.56 0.1070
H 2.64663 3.28439 4.97188 -0.32 -0.32 -0.06 0.1210
H -1.87832 1.75012 -6.77523 0.03 -0.04 0.01 0.0510
H -0.69363 0.02462 -5.82249 0.13 -0.02 0.15 0.0826
H -11.25788 -0.85613 -4.06109 -0.02 0.15 0.07 0.0781
H -3.62459 -1.10205 -3.97220 -0.21 -0.01 0.08 0.0577
H 6.64451 -0.12362 1.29465 0.36 -0.25 -0.46 0.1039
H 1.38903 -4.07470 -0.02664 -0.07 -0.05 -0.04 0.0592
H 2.00720 1.22200 9.37075 0.06 -0.03 -0.05 0.0780
H -9.02495 -3.75500 -5.96704 -0.09 -0.03 -0.06 0.0560
H 5.09226 1.23131 3.55157 -0.27 0.44 0.23 0.1052
H 0.82684 5.58487 3.14303 -0.18 0.09 -0.01 0.0683
H -7.03173 -1.18378 -6.18086 -0.20 -0.12 0.01 0.0836
H 7.46061 -0.53674 -0.30536 -0.34 0.15 0.40 0.0826
H 2.11956 -4.85421 4.57980 -0.13 -0.08 0.00 0.0699
H 9.67885 -0.01258 1.38490 -0.05 -0.04 0.04 0.0642
H -8.95548 -4.46288 -3.77968 0.12 -0.12 0.14 0.0755
H 3.03837 5.88224 2.56898 0.03 0.12 -0.01 0.0473
H 2.76033 1.66055 6.78688 0.29 -0.31 -0.33 0.0958
H 1.20171 -4.32150 6.01825 -0.09 -0.14 -0.04 0.0664
H -13.58194 0.72326 -7.37857 0.07 0.06 0.04 0.0752
H -0.62081 1.53444 -4.86097 0.14 -0.15 0.08 0.0745
H 8.67457 -2.36602 -2.65307 -0.06 -0.06 0.07 0.0855
H -1.66950 -2.29939 -3.74116 -0.04 0.07 -0.01 0.0791
H -10.54852 0.51389 -4.94741 0.03 -0.06 -0.07 0.0770
H 1.04952 -4.32175 -1.75307 0.03 -0.15 0.09 0.0835
H -3.86774 -2.65245 -3.12480 -0.11 0.07 0.02 0.0829
H 4.07440 -1.15438 -0.49620 0.04 0.58 -0.28 0.0795
H 4.88114 2.94536 4.03635 -0.12 -0.17 -0.38 0.1305
H -7.01400 3.95432 -3.89402 0.02 -0.06 -0.04 0.0804
```
Forces are in eV/Å.